(P)
Computed, not measured: a gas-phase ion, C4H10N (charge +1), with the ωB97M-V functional and the def2-TZVPD basis.

Each line ends with the natural charge from an NBO analysis.
Cartesian coordinates (Å):
C -0.926 -0.077 -0.840  -0.468
C -0.995 -0.600 0.564  -0.420
C 0.491 -0.826 0.804  -0.209
N 1.032 0.535 0.366  -0.507
C 0.222 0.901 -0.898  -0.213
H -0.844 -0.896 -1.570  0.243
H -1.804 0.280 -1.401  0.275
H -1.303 0.136 1.310  0.218
H -1.591 -1.483 0.738  0.267
H 1.021 -1.046 1.726  0.245
H 0.885 -1.539 0.084  0.217
H 0.916 1.234 1.091  0.437
H 1.998 0.364 0.100  0.443
H 0.102 1.973 -0.896  0.241
H 0.872 0.585 -1.707  0.230

For the molar mass, the calculation gives 72.1 g mol⁻¹. The value obtained for the gap between HOMO and LUMO is 12.619 eV. The total charge is +1. The SMILES is C1CC[NH2+]C1. The value obtained for the HOMO energy is -16.1 eV.


(Q)
Computed, not measured: a molecular structure, C4H10N, with the ωB97M-V functional and the def2-TZVPD basis.

Each line ends with the natural charge from an NBO analysis.
Cartesian coordinates (Å):
C -0.041 1.033 0.743  -0.065
C -0.774 -0.239 0.501  -0.563
C -1.288 -0.242 -0.925  -0.193
C -0.632 -0.694 -2.003  -0.264
N 2.114 -0.042 1.275  -0.759
H -0.608 1.785 1.309  0.260
H 0.252 1.590 -0.127  0.253
H -1.651 -0.545 1.095  0.287
H -0.188 -1.162 0.677  0.309
H -2.236 0.269 -1.108  0.233
H -1.118 -0.756 -2.964  0.235
H 0.389 -1.040 -1.926  0.205
H 2.364 -0.077 2.267  0.396
H 1.183 0.557 1.152  0.256
H 3.006 0.202 0.836  0.410

For the molar mass, the calculation gives 72.1 g mol⁻¹. The value obtained for the gap between HOMO and LUMO is 6.386 eV. The total charge is +1. The value obtained for the HOMO energy is -14.5 eV.


Stability comparison, relative energies in hartree: (P) 0.0000; (Q) 0.1906


(P)
Computed, not measured: a gas-phase ion, C4H10N (charge +1), with the ωB97M-V functional and the def2-TZVPD basis.

Each line ends with the natural charge from an NBO analysis.
Cartesian coordinates (Å):
C 1.570 0.686 -1.031  -0.702
C 0.502 1.085 0.139  0.340
N -0.363 0.177 0.240  -0.219
C -1.401 0.172 1.133  -0.442
C -0.191 -1.308 -0.113  -0.429
H 1.059 0.217 -1.969  0.258
H 2.139 1.590 -1.288  0.260
H 2.351 0.003 -0.963  0.268
H 0.348 1.936 0.576  0.210
H -2.213 -0.374 0.576  0.242
H -1.135 -0.333 2.082  0.247
H -1.682 1.201 1.408  0.240
H -1.183 -1.502 -0.592  0.231
H 0.416 -1.727 -0.937  0.267
H -0.218 -1.822 0.740  0.229

For the molar mass, the calculation gives 72.1 g mol⁻¹. The value obtained for the gap between HOMO and LUMO is 11.839 eV. The total charge is +1. The SMILES is CC=[N+](C)C. The value obtained for the HOMO energy is -16.7 eV.


(Q)
Computed, not measured: a gas-phase ion, C4H10N (charge +1), with the ωB97M-V functional and the def2-TZVPD basis.

Each line ends with the natural charge from an NBO analysis.
Cartesian coordinates (Å):
C 1.015 1.186 -0.741  -0.389
C 0.206 0.521 0.087  0.148
N 0.130 0.803 1.569  -0.716
C -0.888 -0.466 -0.230  -0.474
C -0.268 -1.651 -0.906  -0.599
H 0.976 1.374 -1.932  0.286
H 1.641 2.036 -0.430  0.232
H 0.247 1.780 1.944  0.455
H 0.867 0.199 1.963  0.460
H -0.835 0.589 1.906  0.453
H -1.588 0.191 -0.714  0.253
H -1.475 -0.707 0.547  0.209
H 0.852 -1.718 -0.656  0.213
H -0.514 -2.513 -0.453  0.230
H -0.365 -1.624 -1.954  0.240

For the molar mass, the calculation gives 72.1 g mol⁻¹. The value obtained for the gap between HOMO and LUMO is 10.858 eV. The total charge is +1. The SMILES is C=C([NH3+])CC. The value obtained for the HOMO energy is -14.8 eV.


(R)
Computed, not measured: 2 unconnected molecules or ions with the total composition C4H10N, with the ωB97M-V functional and the def2-TZVPD basis.

Each line ends with the natural charge from an NBO analysis.
Cartesian coordinates (Å):
C -0.258 0.812 -2.913  -0.368
C -0.555 -0.301 -2.304  -0.409
C -0.910 0.100 1.840  -0.509
C 1.448 -0.248 1.554  -0.565
N 0.269 0.196 1.056  0.232
H 0.834 1.089 -2.918  0.218
H -1.125 1.295 -3.219  0.215
H 0.162 -0.894 -1.913  0.157
H -0.942 1.104 2.213  0.337
H -1.633 -0.029 1.004  0.303
H -0.858 -0.771 2.427  0.244
H 1.645 -0.914 2.509  0.255
H 1.878 -0.781 0.665  0.321
H 1.964 0.646 1.885  0.371
H -1.547 -0.847 -2.267  0.197

For the molar mass, the calculation gives 72.1 g mol⁻¹. The value obtained for the gap between HOMO and LUMO (alpha / beta) is 4.791 / 4.825 eV. The total charge is +1. The value obtained for the HOMO energy (alpha / beta) is -13.4 / -13.4 eV.


(S)
Computed, not measured: a gas-phase ion, C4H10N (charge +1), with the ωB97M-V functional and the def2-TZVPD basis.

Each line ends with the natural charge from an NBO analysis.
Cartesian coordinates (Å):
C 1.906 -0.161 0.395  -0.354
C 1.211 -0.412 -0.725  -0.172
C -0.503 -0.074 -0.649  -0.061
C -1.102 -1.021 0.442  -0.643
N -0.595 1.347 -0.182  -0.670
H 2.877 -0.284 0.715  0.238
H 1.315 0.257 1.221  0.155
H 1.589 -0.844 -1.580  0.224
H -1.014 -0.106 -1.561  0.228
H -0.610 -0.689 1.485  0.220
H -2.212 -1.123 0.425  0.248
H -0.714 -1.995 0.182  0.262
H -0.146 2.124 -0.739  0.463
H -0.426 1.387 0.766  0.430
H -1.577 1.594 -0.193  0.432

For the molar mass, the calculation gives 72.1 g mol⁻¹. The value obtained for the gap between HOMO and LUMO is 10.991 eV. The total charge is +1. The SMILES is C=C[C@@H](C)[NH3+]. The value obtained for the HOMO energy is -14.6 eV.


Stability comparison, relative energies in hartree: (P) 0.0268; (Q) 0.0165; (R) 0.1688; (S) 0.0000


(P)
Computed, not measured: 2 unconnected molecules or ions with the total composition C6H16N2O, with the ωB97M-V functional and the def2-TZVPD basis.

Each line ends with the natural charge from an NBO analysis.
Cartesian coordinates (Å):
H 1.877 -1.528 1.258  0.368
N 0.701 -1.460 1.060  -0.598
C 0.870 -0.291 0.639  0.204
N 2.283 0.081 0.747  -0.513
C 2.475 1.378 1.390  -0.414
C 3.087 -0.073 -0.463  -0.410
H 0.119 0.459 0.401  0.193
H 3.535 1.533 1.593  0.205
H 1.923 1.396 2.329  0.206
H 2.120 2.206 0.765  0.172
H 2.920 -1.071 -0.865  0.209
H 2.817 0.669 -1.223  0.173
H 4.145 0.041 -0.220  0.203
C -1.819 -1.725 -1.529  -0.624
C -2.591 -0.805 -0.601  -0.063
O -2.112 0.520 -0.765  -0.554
C -2.725 1.433 0.116  -0.250
H -2.216 -2.737 -1.467  0.212
H -0.769 -1.748 -1.240  0.223
H -1.901 -1.380 -2.558  0.207
H -2.459 -1.122 0.444  0.171
H -3.668 -0.833 -0.835  0.158
H -2.289 2.412 -0.084  0.189
H -2.515 1.167 1.160  0.165
H -3.809 1.480 -0.051  0.169

For the molar mass, the calculation gives 132.2 g mol⁻¹. The value obtained for the gap between HOMO and LUMO is 9.757 eV. The SMILES is [H]/N=C\N(C)C.CCOC. The value obtained for the HOMO energy is -8.8 eV.


(Q)
Computed, not measured: a molecular structure, C6H16N2O, with the ωB97M-V functional and the def2-TZVPD basis.

Each line ends with the natural charge from an NBO analysis.
Cartesian coordinates (Å):
C 0.451 -0.409 0.336  0.397
C -0.274 0.763 0.714  0.015
C -1.844 -0.448 0.507  -0.420
C 0.602 -0.849 -1.096  -0.698
C 0.768 -1.459 1.366  -0.685
C -2.549 -0.123 -0.783  -0.649
N 2.553 1.300 -0.640  -0.586
N -0.303 1.872 -0.088  -0.844
O 2.157 0.649 0.556  -0.639
H -0.338 0.939 1.784  0.212
H 3.014 2.180 -0.409  0.333
H 3.299 0.739 -1.060  0.322
H -0.260 2.742 0.423  0.384
H 0.465 1.871 -0.790  0.414
H -2.359 -0.053 1.381  0.201
H -1.713 -1.515 0.668  0.199
H -0.040 -1.705 -1.311  0.222
H 1.637 -1.147 -1.250  0.246
H 0.358 -0.061 -1.804  0.233
H 1.855 -1.538 1.408  0.266
H 0.394 -1.193 2.354  0.220
H 0.366 -2.430 1.078  0.214
H -2.491 0.944 -1.009  0.227
H -3.609 -0.387 -0.712  0.214
H -2.140 -0.683 -1.623  0.201

For the molar mass, the calculation gives 132.2 g mol⁻¹. The value obtained for the gap between HOMO and LUMO is 7.998 eV. The value obtained for the HOMO energy is -7.0 eV.


Stability comparison, relative energies in hartree: (P) 0.0000; (Q) 0.0723


(P)
Computed, not measured: C6H16N2O in the gas phase, with the ωB97M-V functional and the def2-TZVPD basis.

Each line ends with the natural charge from an NBO analysis.
Cartesian coordinates (Å):
C 0.132 2.079 -1.343  -0.611
C 0.237 1.785 0.145  -0.430
C -0.395 0.464 0.656  0.398
N -0.172 0.432 2.103  -0.868
O -1.794 0.559 0.508  -0.738
C 0.143 -0.896 0.008  0.097
C -0.255 -1.070 -1.471  -0.633
C -0.451 -2.121 0.752  -0.621
N 1.619 -0.997 0.131  -0.853
H 0.300 3.147 -1.523  0.211
H -0.851 1.823 -1.746  0.220
H 0.908 1.550 -1.901  0.192
H 1.293 1.846 0.436  0.203
H -0.271 2.621 0.648  0.210
H 0.793 0.112 2.234  0.380
H -0.204 1.378 2.476  0.361
H -2.115 0.209 1.359  0.487
H -1.321 -0.867 -1.624  0.228
H -0.070 -2.095 -1.815  0.206
H 0.313 -0.427 -2.145  0.205
H -0.102 -3.064 0.312  0.203
H -1.545 -2.124 0.700  0.218
H -0.164 -2.146 1.809  0.225
H 1.922 -1.900 -0.238  0.360
H 2.053 -0.298 -0.472  0.352

For the molar mass, the calculation gives 132.2 g mol⁻¹. The value obtained for the gap between HOMO and LUMO is 10.348 eV. The SMILES is CC[C@@](N)(O)C(C)(C)N. The value obtained for the HOMO energy is -9.4 eV.


(Q)
Computed, not measured: a molecular structure, C6H16N2O, with the ωB97M-V functional and the def2-TZVPD basis.

Each line ends with the natural charge from an NBO analysis.
Cartesian coordinates (Å):
C 0.982 -0.316 0.224  0.509
C -0.101 0.477 -0.299  0.217
C -1.208 -0.367 1.251  -0.453
C -0.704 0.080 -1.621  -0.659
C 2.305 0.244 -1.172  -0.735
C -2.503 -0.948 0.732  -0.635
N 1.684 0.072 1.402  -0.892
N -0.038 1.845 -0.059  -0.864
O 0.901 -1.675 0.020  -0.720
H 1.729 -2.042 0.352  0.489
H 2.093 0.991 1.288  0.389
H 1.123 0.009 2.242  0.368
H -0.420 2.445 -0.774  0.381
H -0.283 2.170 0.864  0.385
H -1.361 0.543 1.834  0.162
H -0.740 -1.088 1.922  0.188
H -0.607 -0.989 -1.785  0.246
H -0.220 0.618 -2.435  0.221
H -1.759 0.356 -1.643  0.219
H 2.396 1.323 -1.261  0.193
H 2.025 -0.230 -2.108  0.191
H 3.226 -0.190 -0.786  0.191
H -3.162 -1.265 1.549  0.205
H -2.297 -1.836 0.132  0.208
H -3.061 -0.227 0.130  0.195

For the molar mass, the calculation gives 132.2 g mol⁻¹. The value obtained for the gap between HOMO and LUMO is 8.124 eV. The value obtained for the HOMO energy is -7.2 eV.


Stability comparison, relative energies in hartree: (P) 0.0000; (Q) 0.1267